{"formula": "C18H13ClF3N5O", "method": "ωB97M-V/def2-TZVPD", "species": ["C", "N", "N", "C", "O", "C", "C", "C", "C", "C", "Cl", "C", "C", "N", "C", "C", "C", "C", "C", "C", "C", "N", "N", "C", "C", "F", "F", "F", "H", "H", "H", "H", "H", "H", "H", "H", "H", "H", "H", "H", "H"], "coordinates": [[1.83401, 0.68100, 0.56860], [0.40102, 0.23197, 0.42341], [-0.28366, -0.06398, 1.65634], [-0.39496, 0.80639, 2.74485], [0.16696, 1.89542, 2.67020], [-1.19382, 0.49768, 3.96054], [-1.02300, 1.34711, 5.08002], [-1.83674, 1.13841, 6.21617], [-2.77467, 0.10780, 6.22905], [-2.92213, -0.72647, 5.15442], [-4.15595, -2.00419, 5.14063], [-2.16056, -0.51682, 4.00748], [-0.12651, -0.04998, -0.82522], [0.82227, -0.10915, -1.78288], [0.49410, -0.37198, -3.06020], [1.57802, -0.48029, -4.03785], [2.92502, -0.16327, -3.68626], [3.97839, -0.24181, -4.62220], [3.65118, -0.66886, -5.92006], [2.32751, -0.98232, -6.31051], [1.29942, -0.91210, -5.37936], [-0.79582, -0.43695, -3.43602], [-1.74390, -0.23230, -2.55480], [-1.46924, -0.12032, -1.23677], [-2.64630, 0.00647, -0.23529], [-2.52184, 1.17561, 0.43123], [-2.68338, -1.13776, 0.51501], [-3.83659, 0.05885, -0.92399], [1.97869, 1.61256, -0.01430], [2.15635, 0.86091, 1.60942], [2.48277, -0.11787, 0.15268], [-0.81632, -0.88784, 1.78406], [-0.29216, 2.12320, 5.09218], [-1.80147, 1.79728, 7.05878], [-3.37613, 0.01329, 7.11699], [-2.29064, -1.23395, 3.19225], [3.18704, 0.20661, -2.69349], [4.99834, 0.04585, -4.38008], [4.45922, -0.64566, -6.65021], [2.08322, -1.28517, -7.33459], [0.32225, -1.21736, -5.72022]], "gap_ev": 8.5913, "lumo_energy_ev": -0.38, "smiles": "CN(NC(=O)c1cccc(Cl)c1)c1nc(-c2ccccc2)nnc1C(F)(F)F", "fmax_ev_per_a": 3.3, "multiplicity": 1, "homo_energy_ev": -9.0, "e_above_lowest_ev": 0.174}